The following is a quantum chemistry calculation of a structure of composition C11H14BN7PtS in a non-equilibrium geometry, from the Open Molecules 2025 dataset.

As for the energy relative to the best compared isomer or geometry (same formula, charge and spin): 77.2 kJ/mol. The LUMO energy (spin up / spin down) is -0.110 / -1.632 eV. As for the multiplicity: 3. Its expectation value of S² is 2.005.

Last column: Mulliken charge in e.
Geometry (Å):
Pt (-0.0351, -0.1391, 0.9296)  1.29
S (0.0125, -0.2222, 6.3241)  -0.51
N (1.1422, -1.0387, -0.3864)  -0.71
N (0.5333, 1.6590, -1.3954)  0.05
N (-1.5537, -0.2770, -0.5132)  -0.84
N (-1.2622, -0.0310, -1.8241)  0.30
N (0.4524, 1.5401, -0.0336)  -0.25
N (0.7080, 1.6147, 4.3234)  -0.64
N (1.1454, -0.7422, -1.7201)  0.16
C (-3.4056, -0.5471, -1.6313)  -1.06
C (2.6438, -2.3292, -1.3469)  -1.03
C (-2.8528, -0.5819, -0.3493)  0.16
C (1.0804, 3.6056, -0.4672)  -1.05
C (0.7938, 2.7010, 0.5621)  -0.03
C (0.9055, 2.9226, -1.6800)  -0.10
C (-2.3992, -0.2105, -2.5380)  -0.16
C (2.0458, -1.5438, -2.3167)  -0.09
C (0.4075, 0.8367, 5.1643)  0.26
C (-0.7596, -1.6809, 2.9764)  -0.86
C (2.0657, -1.9905, -0.1274)  0.10
B (0.2173, 0.3851, -2.2532)  -0.01
H (-1.7190, -2.1270, 2.8601)  0.34
H (2.2335, -2.3514, 0.8801)  0.45
H (1.0139, 3.2172, -2.7087)  0.48
H (-0.8766, -0.5854, 2.9351)  0.26
H (3.4160, -3.0678, -1.5076)  0.39
H (-2.3852, -0.0775, -3.5974)  0.49
H (-4.4259, -0.7363, -1.8549)  0.41
H (-3.2420, -0.7948, 0.6576)  0.43
H (0.7860, 2.7691, 1.6469)  0.50
H (1.3737, 4.6232, -0.3366)  0.41
H (2.1805, -1.4639, -3.3877)  0.46
H (0.2974, 0.5675, -3.4240)  -0.07
H (-0.0908, -2.0046, 2.1528)  0.15
H (-0.4471, -1.8990, 3.9874)  0.31

The following is a quantum chemistry calculation of a structure of composition C36H29HoN6O5 in a non-equilibrium geometry, from the Open Molecules 2025 dataset.

As for the energy relative to the best compared isomer or geometry (same formula, charge and spin): 322.1 kJ/mol. The LUMO energy (spin up / spin down) is -0.064 / -0.055 eV. As for the multiplicity: 5. Its expectation value of S² is 6.004.

Last column: Mulliken charge in e.
Geometry (Å):
Ho (12.8597, 12.9260, 11.5825)  0.47
O (12.4000, 11.8907, 13.3308)  -0.56
O (13.6257, 13.1294, 9.4780)  -0.87
O (13.0544, 10.8883, 15.2007)  -0.68
O (14.6311, 11.4680, 12.0871)  -0.10
O (9.4427, 15.7502, 11.0544)  -0.75
N (15.8942, 10.4802, 10.0766)  0.15
N (11.3296, 12.4863, 6.8418)  -0.26
N (10.6159, 13.7346, 11.3514)  -0.01
N (12.6107, 15.1367, 12.5323)  0.08
N (11.7118, 11.9200, 9.6798)  -0.06
N (17.1946, 9.7543, 8.4422)  -0.03
C (8.3473, 13.1727, 10.6355)  -0.62
C (13.2236, 11.1222, 14.0160)  -0.18
C (17.1238, 10.5539, 9.5583)  0.24
C (16.7275, 9.5581, 16.0916)  -0.96
C (14.5085, 10.5735, 13.2403)  2.47
C (10.2741, 12.0304, 9.6937)  0.64
C (12.5597, 12.5722, 8.8850)  0.98
C (12.2554, 12.5181, 4.5706)  -0.57
C (13.2660, 17.2252, 13.5273)  -0.70
C (15.8042, 10.5976, 14.1202)  -0.41
C (14.6214, 6.8349, 12.6535)  -0.98
C (17.8788, 10.3397, 15.9817)  -0.40
C (11.3138, 17.2249, 12.1831)  -0.65
C (12.5387, 12.4363, 7.3641)  0.17
C (11.1920, 12.4535, 5.4815)  -0.30
C (13.3663, 15.8393, 13.4211)  -0.24
C (13.2951, 6.5726, 12.3303)  -0.58
C (15.6684, 9.7457, 15.2219)  -0.52
C (17.9995, 11.2213, 14.9242)  -1.10
C (11.5053, 15.8467, 12.0500)  0.23
C (14.1664, 9.1835, 12.7536)  0.48
C (13.6937, 12.5708, 6.5469)  -0.60
C (16.0011, 9.0903, 8.3002)  -0.91
C (15.0286, 8.1014, 12.9787)  -0.52
C (8.0166, 11.3769, 9.0599)  -0.65
C (7.4990, 12.5195, 9.7614)  -0.73
C (12.4076, 7.6196, 12.1776)  -0.89
C (16.9073, 11.4350, 14.0129)  -0.03
C (10.4147, 15.0796, 11.3932)  0.42
C (15.1608, 9.5963, 9.2588)  -0.37
C (18.2485, 11.4238, 10.0339)  -1.02
C (9.3912, 11.1971, 8.9445)  -0.55
C (12.2148, 17.9370, 12.9863)  -0.44
C (12.8383, 8.8914, 12.2709)  -0.06
C (9.7445, 12.9508, 10.6054)  0.21
C (13.5483, 12.5742, 5.1749)  -0.27
H (17.9859, 9.6012, 7.8157)  0.21
H (16.0571, 8.2640, 13.2600)  0.45
H (6.4678, 12.8995, 9.6135)  0.34
H (10.4604, 17.7520, 11.8153)  0.49
H (19.1869, 10.9083, 9.7512)  0.42
H (15.9265, 8.3538, 7.5114)  0.43
H (18.1344, 11.6095, 11.0992)  0.09
H (18.6757, 10.2591, 16.7217)  0.39
H (18.1581, 12.3463, 9.4417)  0.26
H (16.6139, 8.8155, 16.8608)  0.41
H (18.8867, 11.8355, 14.8918)  0.40
H (15.1746, 11.0766, 11.2548)  0.41
H (15.3289, 6.0344, 12.7731)  0.45
H (12.2123, 9.7236, 12.3847)  0.62
H (17.0337, 12.1619, 13.2164)  0.54
H (14.7169, 9.2336, 15.4038)  0.43
H (14.0919, 15.2139, 13.8784)  0.55
H (9.8845, 10.4334, 8.3059)  0.35
H (14.6558, 12.5984, 7.0485)  0.42
H (7.2690, 10.6520, 8.7939)  0.43
H (14.0819, 17.6920, 14.0016)  0.42
H (7.9781, 13.8800, 11.3001)  0.59
H (10.1833, 12.4126, 5.1229)  0.43
H (14.1234, 9.3760, 9.5002)  0.49
H (14.4588, 12.6166, 4.5327)  0.35
H (12.9305, 5.5676, 12.2015)  0.42
H (12.0897, 12.4264, 3.4823)  0.36
H (11.3449, 7.4329, 12.1004)  0.45
H (12.2127, 18.9798, 13.1106)  0.46

The following is a quantum chemistry calculation of a cluster of 2 separate species, C7H10O in total in a non-equilibrium geometry, from the Open Molecules 2025 dataset.

As for the energy relative to the best compared isomer or geometry (same formula, charge and spin): 315.8 kJ/mol. The LUMO energy is 0.917 eV.

Last column: Mulliken charge in e.
Geometry (Å):
O (-1.7865, -0.9187, -0.1478)  -0.60
C (0.9238, 1.2263, 0.2182)  0.00
C (1.0902, -1.4208, -0.1653)  -0.53
C (1.0371, 0.8651, -1.1444)  -0.78
C (1.1723, -0.5160, -1.2021)  0.25
C (0.8920, -0.8762, 1.0690)  -0.35
C (1.0159, 0.3741, 1.2887)  -0.17
C (-2.4587, 0.3898, -0.0835)  -0.51
H (-3.5460, 0.0070, -0.0309)  0.24
H (0.8210, 2.3298, 0.5922)  0.19
H (-2.0883, 1.0463, 0.9071)  0.16
H (1.5194, 1.4926, -1.9673)  0.33
H (-0.9105, -0.6650, -0.1710)  0.47
H (1.0221, 1.0189, 2.2105)  0.27
H (1.1340, -2.5560, -0.2849)  0.25
H (0.9099, -1.6286, 1.8453)  0.36
H (-2.1434, 1.0846, -0.8557)  0.25
H (1.3955, -1.2530, -2.0781)  0.17

The following is a quantum chemistry calculation of a structure of composition C24H25Cl2EuI2N9O5 in a non-equilibrium geometry, from the Open Molecules 2025 dataset.

As for the energy relative to the best compared isomer or geometry (same formula, charge and spin): 51.5 kJ/mol. The LUMO energy (spin up / spin down) is -0.919 / -0.919 eV. As for the multiplicity: 8. Its expectation value of S² is 15.766.

Last column: Mulliken charge in e.
Geometry (Å):
Eu (0.8130, 0.7595, -0.4098)  0.66
I (6.5267, -0.6721, -4.5870)  0.01
I (3.7836, 3.6979, -1.2820)  -0.04
Cl (0.3610, -4.8993, 0.4422)  -0.19
Cl (0.1636, -2.0484, 0.0300)  0.18
O (3.1337, -1.4842, 2.1191)  -0.71
O (2.5487, 0.0981, 0.6559)  -0.46
O (1.4873, 1.8836, -1.9952)  -0.56
O (-1.4607, 0.7814, -0.0842)  -0.68
O (-3.2206, 0.5742, 1.2755)  -0.91
N (0.4327, 3.0086, 0.4957)  -0.08
N (-1.3146, 3.8871, 1.2353)  1.27
N (-4.8847, -3.0553, -1.3203)  0.09
N (-2.3950, 4.0901, 2.0004)  -0.53
N (1.4154, -0.7636, -2.4933)  -0.11
N (-1.1325, 4.4995, 0.0966)  -1.11
N (-2.7557, -1.8351, -0.8969)  0.22
N (-0.4018, 3.0041, 1.5124)  -0.39
N (0.2178, 0.2155, 1.7704)  0.29
C (-3.1670, -2.4895, 0.3265)  -0.24
C (0.9453, -0.4821, 3.9135)  -0.94
C (3.5102, -1.9782, -3.9078)  -0.70
C (2.5475, -0.0756, -2.8001)  0.40
C (-5.1358, -1.5940, -1.4204)  -0.98
C (1.1901, -0.2003, 2.5737)  0.54
C (1.3221, -2.0027, -2.9357)  0.15
C (2.3339, -2.6367, -3.6664)  -1.07
C (-0.3539, -0.3437, 4.3824)  -0.45
C (-1.3758, 0.0135, 3.5098)  -1.01
C (-3.8774, -3.4665, -2.3310)  -0.93
C (2.5686, 1.2952, -2.3820)  0.19
C (4.9300, 1.3725, -3.0138)  -0.33
C (-1.0388, 0.2985, 2.1947)  0.79
C (-4.4005, -3.3819, 0.0454)  -0.92
C (-3.7659, -0.8845, -1.3127)  -0.31
C (-2.0147, 0.5989, 1.0478)  0.70
C (3.6713, -0.6549, -3.4562)  1.27
C (-0.0287, 3.9309, -0.3598)  -0.10
C (1.1446, -3.3521, 0.7399)  -0.55
C (2.4499, -0.5454, 1.7511)  0.06
C (3.8134, 1.9199, -2.3985)  -0.80
C (-2.5317, -2.8108, -1.9372)  -0.54
C (4.8413, 0.1204, -3.5824)  -0.22
H (-2.0824, -2.3107, -2.7970)  0.58
H (1.2168, -3.1969, 1.8163)  0.31
H (-5.6282, -1.3722, -2.3675)  0.34
H (-3.4016, -1.7135, 1.0568)  0.27
H (-2.2987, 3.7375, 2.9420)  0.26
H (-3.8073, -0.0826, -0.5732)  0.12
H (-4.1453, -4.4418, 0.0762)  0.28
H (-3.8052, -4.5540, -2.3408)  0.36
H (-4.2139, -3.1270, -3.3109)  0.30
H (-5.2020, -3.1908, 0.7587)  0.40
H (-5.7564, -3.5609, -1.4941)  0.30
H (0.4517, 4.1982, -1.2813)  0.51
H (-3.4625, -0.4517, -2.2657)  0.53
H (2.1939, -3.6478, -4.0120)  0.41
H (5.8552, 1.9273, -3.0534)  0.40
H (2.1291, -3.3424, 0.2712)  0.40
H (-2.4075, 0.0626, 3.8205)  0.56
H (-5.7995, -1.3051, -0.6042)  0.38
H (-0.5759, -0.5396, 5.4197)  0.46
H (-1.8332, -3.5603, -1.5624)  0.34
H (-2.3408, -3.0933, 0.7094)  0.38
H (0.4016, -2.5283, -2.7139)  0.16
H (1.7517, -0.7989, 4.5539)  0.55
H (4.3120, -2.4644, -4.4450)  0.17
H (-2.8087, 5.0061, 1.8897)  0.28

The following is a quantum chemistry calculation of the molecule C22H26ClN3O4S in a non-equilibrium geometry, from the Open Molecules 2025 dataset.

As for the energy relative to the best compared isomer or geometry (same formula, charge and spin): 130.1 kJ/mol. The LUMO energy is 0.485 eV.

Last column: Mulliken charge in e.
Geometry (Å):
Cl (1.5783, -2.0042, 4.5613)  -0.21
S (-0.3083, 2.8927, -2.0505)  1.48
O (-0.8904, 4.1584, -1.7145)  -0.78
O (-0.4401, 2.4112, -3.3993)  -0.71
O (3.2846, 3.6748, -3.4643)  -0.42
O (-1.0545, -3.8004, -2.1004)  -0.68
N (-2.1411, -1.2773, 1.7774)  0.35
N (-1.7407, -1.9323, -1.0814)  -0.01
N (1.3093, 2.9397, -1.5651)  0.08
C (-1.7240, -0.3698, 0.8627)  0.67
C (-2.3597, -0.9227, 3.1714)  -0.82
C (-1.5553, -0.6402, -0.5209)  -0.22
C (1.9299, 4.2507, -1.5396)  -0.81
C (0.9150, -3.3563, 0.8750)  -0.33
C (2.1451, 1.9418, -2.2026)  -0.51
C (-2.4355, -3.2881, 2.9553)  -0.59
C (-1.0214, 1.9275, 0.4096)  -1.39
C (-3.0142, -2.1543, 3.7910)  -0.90
C (1.1191, -3.3074, 2.2414)  -0.88
C (1.3777, -2.0858, 2.8430)  0.44
C (-0.8981, 1.6414, -0.9374)  -0.33
C (-1.1704, 0.3674, -1.3905)  0.24
C (1.2713, -0.9941, 0.7189)  0.14
C (-0.7742, -2.7448, -1.5777)  0.29
C (-2.4193, -2.6859, 1.5540)  -0.26
C (2.4108, 4.6494, -2.9362)  -0.44
C (0.9714, -2.2012, 0.1007)  0.19
C (2.6419, 2.4231, -3.5701)  -0.64
C (-1.4335, 0.9487, 1.2826)  -1.05
C (0.6655, -2.2801, -1.3672)  -0.45
C (1.4711, -0.9301, 2.0863)  -0.99
H (1.1818, 4.9539, -1.1766)  0.49
H (2.9953, 1.7419, -1.5412)  0.52
H (-0.7997, 2.9245, 0.7530)  0.49
H (2.9769, 5.5817, -2.9055)  0.38
H (-1.5128, 1.1995, 2.3257)  0.45
H (-1.0853, 0.1613, -2.4469)  0.78
H (1.7828, 2.4941, -4.2512)  0.34
H (-1.4166, -3.5051, 3.2757)  0.01
H (2.7756, 4.2091, -0.8454)  0.36
H (1.0767, -4.2069, 2.8356)  0.47
H (-1.4009, -0.7100, 3.6598)  0.38
H (-1.6585, -3.1519, 0.9315)  0.12
H (1.6902, 0.0132, 2.5609)  0.47
H (-2.6871, -2.2527, -1.2412)  0.24
H (-3.4012, -2.8088, 1.0793)  0.28
H (-3.0033, -0.0430, 3.2544)  0.45
H (-4.0967, -2.1105, 3.6673)  0.33
H (3.3832, 1.7336, -3.9782)  0.40
H (0.8149, -1.3116, -1.8427)  -0.18
H (1.3069, -3.0186, -1.8521)  0.46
H (0.7038, -4.3031, 0.3994)  0.40
H (-3.0244, -4.2008, 3.0046)  0.46
H (-2.7871, -2.2480, 4.8501)  0.40
H (1.5504, 1.0354, -2.3194)  0.07
H (1.3387, -0.0883, 0.1347)  0.66
H (1.5354, 4.7672, -3.5926)  0.31